ORCA calculation (ωB97M-V with the def2-TZVPD basis set) on a structure of composition C33H28Cl2CoF5GeINO7S2 at a distorted geometry.

XYZ file:
```
81
C33H28Cl2CoF5GeINO7S2, DFT ωB97M-V with the def2-TZVPD basis set
Co -14.9109 -15.2911 -3.6724
O -14.1831 -14.5157 -0.0611
S -14.3199 -15.5224 -1.1346
O -13.9136 -16.8876 -0.7948
O -13.4072 -15.0174 -2.2986
O -15.6585 -15.5398 -1.7477
C -10.0220 -9.0628 -0.7987
S -8.8882 -10.1738 0.1873
O -7.4623 -9.7971 -0.0459
C -9.2909 -11.6821 -0.6279
C -8.1789 -12.2791 -1.2203
C -8.4624 -13.4704 -1.8824
C -9.7503 -13.9997 -2.0168
C -10.8118 -13.3854 -1.3436
C -10.5810 -12.2227 -0.6468
H -9.9650 -9.1585 -1.8358
H -9.7952 -8.0930 -0.3015
H -10.9974 -9.2879 -0.4523
H -7.1793 -11.9046 -1.1417
H -7.5924 -13.9927 -2.3506
H -9.9790 -14.9462 -2.4771
H -11.8951 -13.7802 -1.4817
H -11.3750 -11.7308 -0.1143
I -15.9153 -7.3066 -1.9354
C -15.3421 -9.1101 -0.9866
C -14.4831 -9.1904 0.1019
C -14.1257 -10.4680 0.5444
C -14.6618 -11.5926 -0.0197
C -15.5360 -11.4174 -1.0860
N -15.7988 -10.1925 -1.5587
H -14.0678 -8.2378 0.5626
H -13.5816 -10.5402 1.4629
H -14.4788 -12.5854 0.3167
H -16.0107 -12.2397 -1.6288
Cl -17.9314 -12.1218 -6.0072
C -17.2037 -11.8001 -4.4533
Cl -15.7654 -10.8477 -4.5637
C -16.8333 -13.0983 -3.7203
O -17.4220 -13.3812 -2.6895
O -15.9184 -13.7488 -4.3405
H -18.0486 -11.3316 -3.8989
C -15.5762 -17.0500 -4.3924
Ge -13.5335 -15.4606 -5.5329
C -14.4407 -15.4938 -7.2479
C -14.3873 -16.3068 -8.3418
C -15.1557 -16.0706 -9.5112
C -15.9481 -14.9763 -9.5586
C -15.9954 -14.0808 -8.4822
C -15.2394 -14.3319 -7.3170
C -12.1451 -16.9498 -5.2839
C -11.9651 -17.2959 -3.9260
C -11.0581 -18.2665 -3.5108
C -10.2375 -18.9406 -4.4260
C -10.3294 -18.6916 -5.8137
C -9.5279 -19.3893 -6.8158
C -9.6851 -19.0549 -8.1250
C -10.5603 -17.9742 -8.5036
C -11.2523 -17.2769 -7.5725
C -11.2281 -17.6286 -6.2055
H -14.9126 -17.6882 -4.9647
H -16.3205 -16.7163 -5.0302
H -15.8524 -17.5558 -3.4529
H -13.9324 -17.3270 -8.2857
H -15.1179 -16.7573 -10.3286
H -16.5381 -14.7195 -10.4123
H -16.6487 -13.1974 -8.5685
H -15.3346 -13.5939 -6.5199
H -12.5433 -16.7928 -3.1644
H -10.9871 -18.4306 -2.4011
H -9.4386 -19.5694 -4.0431
H -8.9739 -20.2503 -6.4950
H -9.0724 -19.5140 -8.8608
H -10.6448 -17.5175 -9.4876
H -11.9267 -16.5037 -7.8412
F -10.8125 -14.7874 -5.7966
C -12.0063 -14.0894 -5.8634
F -12.0351 -13.2603 -4.8104
C -11.7983 -13.1204 -7.0049
F -12.0994 -13.6025 -8.2151
F -12.4953 -11.9700 -6.8349
F -10.5038 -12.7614 -7.0734
```

## Properties
- Energy: -7829.27675 hartree
- Expectation value of S²: 2.229
- Energy above the lowest of the compared OMol25 structures with the same formula, charge and spin: 0.0000 eV
- Kohn-Sham gap (spin up / spin down): 7.0 / 7.2 eV
- Net charge: -2
- Multiplicity: 3

***

ORCA calculation (ωB97M-V with the def2-TZVPD basis set) on a structure of composition C33H29AsBrIN3O2RuSbSe4 at a distorted geometry.

XYZ file:
```
76
C33H29AsBrIN3O2RuSbSe4, DFT ωB97M-V with the def2-TZVPD basis set
Ru -0.3810 0.7986 -1.2064
Se -4.6440 -4.8903 -0.6677
Sb -2.7357 -3.9229 -1.8724
Se -3.2954 -1.5492 -2.8569
Se -1.1746 -1.2340 -1.7026
Se -1.7562 -5.2915 -3.5872
Br 2.2251 3.2098 5.3163
C 1.3373 2.9763 3.6594
C 0.6457 1.8015 3.4164
C 0.0063 1.6336 2.2006
C 0.0461 2.6293 1.2382
C 0.7141 3.8163 1.5072
C 1.3724 3.9903 2.7185
N -0.5966 2.3934 -0.0106
C -1.2712 3.4044 -0.5367
C -1.8845 3.1982 -1.7938
C -2.6669 4.1623 -2.4546
C -3.1710 3.8762 -3.6943
C -2.8886 2.6293 -4.2737
C -2.1425 1.7192 -3.5659
N -1.6626 1.9727 -2.3342
H 0.6094 1.0234 4.1662
H -0.6164 0.7697 1.9957
H 0.7580 4.5980 0.7597
H 1.9102 4.9059 2.9213
H -1.4413 4.3223 0.0139
H -2.8537 5.1098 -1.9682
H -3.7796 4.6009 -4.2190
H -3.2576 2.3632 -5.2529
H -1.9185 0.7389 -3.9682
I 1.2720 1.2164 -4.2811
C 1.0989 1.7156 -2.2143
H 0.8462 2.7835 -2.2188
H 2.1171 1.6218 -1.8352
C 4.7782 1.1522 2.8114
C 4.4641 1.8037 1.6291
C 3.4204 1.3460 0.8346
C 2.6894 0.2256 1.2159
C 3.0123 -0.4295 2.4006
C 4.0458 0.0382 3.1979
As 1.2688 -0.4835 0.0273
C 0.6049 -2.0589 0.9299
C -0.3002 -2.1209 1.9808
C -0.9192 -3.3266 2.2834
C -0.6610 -4.4582 1.5140
C 0.2370 -4.3971 0.4602
C 0.8775 -3.1968 0.1663
C 1.7886 -2.9831 -0.9830
C 2.1706 -3.9497 -1.9064
C 3.0147 -3.6019 -2.9499
C 3.4951 -2.3008 -3.0699
C 3.0887 -1.3243 -2.1714
C 2.2272 -1.6707 -1.1432
H 5.5891 1.5114 3.4315
H 5.0288 2.6746 1.3199
H 3.1680 1.8832 -0.0723
H 2.4491 -1.3048 2.7054
H 4.2780 -0.4697 4.1252
H -0.5498 -1.2402 2.5570
H -1.6322 -3.3742 3.0970
H -1.1829 -5.3837 1.7171
H 0.3884 -5.2661 -0.1670
H 1.7836 -4.9580 -1.8418
H 3.2849 -4.3471 -3.6856
H 4.1539 -2.0378 -3.8869
H 3.4422 -0.3063 -2.2846
N -4.1486 -1.7649 0.5761
C -4.5543 -0.8371 1.6758
C -3.4302 0.2567 1.7200
O -3.6317 1.2369 2.4260
O -2.4663 -0.0608 0.9759
H -4.1495 -2.7788 0.7667
H -3.1582 -1.3883 0.4203
H -4.6740 -1.6453 -0.2979
H -4.5900 -1.3684 2.6244
H -5.5217 -0.3879 1.4722
```

## Properties
- Energy: -16638.18302 hartree
- Expectation value of S²: 1.136
- Energy above the lowest of the compared OMol25 structures with the same formula, charge and spin: 1.2785 eV
- Kohn-Sham gap (spin up / spin down): 5.6 / 5.6 eV
- Net charge: -1
- Multiplicity: 2

***

ORCA calculation (ωB97M-V with the def2-TZVPD basis set) on a structure of composition C33H29BF6FeO3S at a distorted geometry.

XYZ file:
```
74
C33H29BF6FeO3S, DFT ωB97M-V with the def2-TZVPD basis set
C -5.0772 0.5999 1.3793
C -3.6855 0.2379 1.0671
C -3.2398 -1.0486 0.7174
C -1.8624 -1.1964 0.7228
C -1.0686 -0.0346 1.2104
B -4.2727 0.0337 5.1150
C 0.0946 0.2986 0.1663
C 0.4170 1.5976 -0.2002
C 1.6675 1.8935 -0.7183
C 2.0621 3.3233 -0.9362
F 3.0149 3.4884 -1.8919
F 1.0058 4.1200 -1.2715
F 2.5861 3.8406 0.2359
C 2.6013 0.8916 -0.9679
C 2.2474 -0.4178 -0.6814
C 3.2758 -1.5154 -0.8299
F 3.2905 -2.2895 0.3014
F 3.0299 -2.3446 -1.8823
F 4.5347 -1.0091 -0.9915
C 0.9496 -0.7260 -0.2467
O -4.7761 1.2822 4.9298
C -6.2126 1.1140 5.0943
C -6.4657 -0.4057 5.1787
O -5.1756 -1.0304 4.9814
S -2.3645 1.3106 1.2277
H -5.6587 -0.3174 1.5817
H -5.0906 1.2307 2.2770
H -5.5852 1.1543 0.5720
H -3.9475 -1.8279 0.4735
H -1.3283 -2.0574 0.3372
H -0.2834 2.4258 -0.0598
H 3.5886 1.1295 -1.3462
H 0.6433 -1.7795 -0.1981
H -6.4794 1.6172 6.0311
H -6.7366 1.5716 4.2438
H -6.8530 -0.6693 6.1821
H -7.1903 -0.7691 4.4207
C 4.3748 1.3866 2.1011
O 3.6931 0.1099 2.0224
C 2.4290 0.0823 2.5200
C 1.7889 -1.1959 2.6311
C 0.4300 -1.2896 2.6762
C -0.4245 -0.0836 2.5689
C -1.6588 -0.1780 3.3593
C -1.6269 0.1562 4.7488
C -2.7665 -0.1875 5.7134
C -2.2940 0.3243 7.0638
C -1.1106 1.0683 6.9103
C -0.6538 0.9395 5.5215
Fe -0.8559 -0.8043 6.3512
C 0.8105 -1.8055 5.9088
C -0.3953 -2.5782 5.6603
C -1.1334 -2.6743 6.9058
C -0.3768 -1.9618 7.9285
C 0.8159 -1.4208 7.3061
C 0.3172 1.1851 2.7940
C 1.6652 1.2551 2.7772
H 5.4048 1.1451 1.8127
H 3.9456 2.0967 1.3854
H 4.3322 1.7996 3.1189
H 2.4269 -2.0823 2.5497
H -0.0582 -2.2666 2.7500
H -2.4506 -0.8810 3.0544
H -3.1633 -1.2442 5.7648
H -2.8877 0.2205 7.9694
H -0.6104 1.6681 7.6614
H 0.2133 1.4392 5.1080
H 1.6248 -1.6623 5.2081
H -0.6419 -3.0873 4.7223
H -2.0291 -3.2768 7.0663
H -0.6072 -1.9351 8.9857
H 1.6398 -0.9181 7.8115
H -0.2648 2.0787 2.9515
H 2.1868 2.2061 2.8307
```

## Properties
- Energy: -3786.38230 hartree
- Expectation value of S²: 6.163
- Energy above the lowest of the compared OMol25 structures with the same formula, charge and spin: 0.0000 eV
- Kohn-Sham gap (spin up / spin down): 6.3 / 6.7 eV
- Net charge: 0
- Multiplicity: 5

***

Q: The highest energy above the lowest of the compared OMol25 structures with the same formula, charge and spin belongs to which entry?
A: C33H29AsBrIN3O2RuSbSe4

***

Q: Number 1 is which compound?
A: C33H28Cl2CoF5GeINO7S2

***

Q: What is the formula in the first record?
A: C33H28Cl2CoF5GeINO7S2